Entry 1:
This record from OMol25 describes a structure of composition C7H13GaNO3SYb. The level of theory is ωB97M-V/def2-TZVPD.

Each line ends with the Löwdin charge.
Atoms and positions in Å:
Yb: 3.13 1.35 -4.09  1.815
Ga: 1.53 -1.47 -0.33  0.473
S: 2.78 -0.24 3.33  0.621
O: 1.73 1.96 -1.50  0.014
O: -2.41 -0.27 -0.09  -0.162
O: 0.35 0.93 -2.93  0.097
N: 3.09 -1.49 0.85  -0.019
C: -1.38 -1.20 0.20  -0.291
C: -2.50 1.50 1.67  -0.065
C: 2.15 -0.38 -2.05  -0.207
C: -3.10 0.21 1.05  -0.256
C: 1.32 0.83 -2.22  -0.778
C: 2.98 -0.89 1.88  -0.960
C: -0.02 -0.51 0.50  -0.210
H: -3.24 -0.57 1.81  0.116
H: -0.10 0.52 0.12  0.028
H: -1.29 -1.84 -0.68  0.095
H: 1.10 2.02 -0.75  0.125
H: 3.22 -0.15 -1.85  0.048
H: -3.25 2.29 1.69  0.068
H: -4.10 0.47 0.70  0.113
H: -1.67 1.87 1.06  0.055
H: -1.63 -1.85 1.04  0.120
H: 0.08 -0.43 1.59  0.051
H: -2.17 1.34 2.69  0.073
H: 2.13 -1.04 -2.93  0.061
H: 1.27 -2.96 -0.77  -0.023

The value obtained for the largest force on an atom is 3.22 eV/A. The HOMO-LUMO gap is 0.1101 hartree. The calculation puts the electronic energy at -109832.6734 eV. Its net charge is +1.

Entry 2:
This record from OMol25 describes a cluster of 3 separate species, C2H10NO3 in total. The level of theory is ωB97M-V/def2-TZVPD.

Each line ends with the Löwdin charge.
Atoms and positions in Å:
O: -0.48 0.59 0.81  -0.253
O: 1.53 1.84 0.99  -0.130
O: -2.80 0.77 -0.44  -0.165
N: 1.50 -0.54 -1.24  -0.032
C: -0.28 -0.69 0.65  -0.450
C: 0.26 -1.34 -0.75  -0.196
H: -0.47 -1.25 -1.47  0.048
H: 0.47 -1.20 1.37  0.103
H: 1.37 2.68 0.72  -0.075
H: -1.83 0.80 -0.03  0.019
H: 2.39 -0.89 -0.89  0.032
H: 0.65 -2.35 -0.71  0.076
H: 1.43 0.43 -0.96  0.012
H: 0.77 1.15 0.92  -0.057
H: -1.19 -1.28 0.85  0.081
H: -3.31 1.28 0.19  -0.013

The value obtained for the largest force on an atom is 5.27 eV/A. The HOMO-LUMO gap is 0.3037 hartree. The calculation puts the electronic energy at -9868.7763 eV. Its net charge is -1.

Entry 3:
This record from OMol25 describes a structure of composition C28H39IrN4O3. The level of theory is ωB97M-V/def2-TZVPD.

Each line ends with the Löwdin charge.
Atoms and positions in Å:
Ir: 1.32 -0.01 -1.76  1.351
O: 4.51 2.56 -4.65  0.285
O: 2.53 1.62 -3.87  0.094
O: -0.49 1.24 -2.62  -0.187
N: 0.71 1.44 -0.06  -0.023
N: 0.19 -1.15 -0.09  0.006
N: 1.40 -1.49 -3.34  -0.062
N: 3.45 0.42 -0.76  -0.122
C: -2.26 3.91 3.21  -0.016
C: -0.23 3.19 1.99  -0.106
C: -1.48 0.30 -3.14  -0.204
C: 3.53 2.10 -4.27  -0.393
C: -1.20 -2.47 2.04  -0.105
C: 1.56 -3.70 -5.01  0.012
C: 0.82 -1.45 -4.56  -0.234
C: -0.91 -1.11 2.07  0.137
C: -1.31 0.03 -4.62  -0.137
C: 0.14 -0.20 -5.06  -0.126
C: 2.19 -3.72 -3.77  -0.017
C: -1.92 -3.21 3.14  -0.553
C: 0.44 3.64 0.86  0.113
C: -0.74 4.09 3.10  -0.553
C: -0.43 1.81 2.04  0.138
C: -0.06 3.65 4.42  -0.016
C: -0.41 5.56 2.83  -0.041
C: -0.09 -2.43 -0.14  -0.038
C: -2.29 -2.28 4.30  -0.043
C: -0.23 -0.46 1.01  -0.135
C: 2.08 -2.60 -2.98  -0.154
C: 4.53 0.68 -1.66  -0.014
C: 0.88 -2.57 -5.40  0.028
C: -3.20 -3.82 2.55  -0.015
C: -0.77 -3.12 0.88  0.109
C: -1.00 -4.33 3.66  -0.015
C: 0.03 0.95 1.01  -0.134
C: 0.89 2.74 -0.12  -0.046
H: -0.95 1.39 2.89  0.121
H: -1.94 -0.82 -4.89  0.138
H: -3.73 -4.37 3.33  0.108
H: 0.14 -0.25 -6.15  0.135
H: -0.30 2.62 4.68  0.085
H: -0.89 5.92 1.92  0.100
H: 1.02 3.76 4.37  0.101
H: 3.34 1.17 -0.09  0.080
H: 1.61 -4.56 -5.67  0.137
H: -2.80 -2.85 5.07  0.108
H: 0.66 5.73 2.77  0.100
H: 0.63 4.70 0.72  0.134
H: -2.77 4.20 2.29  0.101
H: -0.74 -5.05 2.88  0.089
H: 0.40 -2.51 -6.36  0.139
H: -2.97 -1.49 3.98  0.097
H: -1.35 -0.61 -2.54  0.098
H: 2.55 -2.58 -2.01  0.104
H: -0.30 1.89 -3.31  0.108
H: 0.76 0.65 -4.81  0.079
H: 2.76 -4.57 -3.43  0.130
H: -2.64 4.55 4.01  0.108
H: -1.51 -4.87 4.45  0.108
H: 0.24 -2.97 -1.03  0.118
H: 5.10 -0.15 -2.03  0.077
H: -1.69 0.88 -5.18  0.135
H: -3.87 -3.06 2.16  0.100
H: -1.22 -0.53 2.94  0.111
H: 4.87 1.70 -1.77  0.073
H: -0.79 6.16 3.65  0.107
H: 1.42 3.12 -0.99  0.136
H: -2.47 0.70 -2.92  0.134
H: -0.42 4.28 5.23  0.108
H: -2.99 -4.54 1.75  0.089
H: -0.07 -3.92 4.08  0.100
H: 3.64 -0.42 -0.22  0.096
H: -0.95 -4.18 0.75  0.142
H: -1.41 -1.83 4.77  0.098
H: -2.55 2.89 3.46  0.084

The value obtained for the largest force on an atom is 0.17 eV/A. The HOMO-LUMO gap (alpha / beta) is 0.2210 / 0.1721 hartree. The calculation puts the electronic energy at -44582.1727 eV. Its spin multiplicity is 6. Its net charge is +3.

no.,M (g/mol)
1,434.01
2,96.11
3,671.86